No. 1
One molecule with the formula C3H5NO3 at a distorted geometry, computed with the ωB97M-V functional and the def2-TZVPD basis.

Positions of all 12 atoms, in Å:
1 C -1.409 -0.446 0.146
2 O -0.173 -1.176 0.635
3 N 0.962 -0.399 0.295
4 C 0.914 0.654 1.111
5 O -0.233 0.973 1.813
6 C 1.153 -0.241 -1.151
7 O 0.450 -0.890 -2.070
8 H -2.403 -0.916 0.373
9 H -1.702 0.566 0.407
10 H -1.265 -0.117 -0.918
11 H 1.740 1.522 0.836
12 H 1.965 0.470 -1.476

Summary:
relative energy (zero: lowest compared OMol25 entry of this formula, charge and spin)	673.3	kJ/mol
HOMO energy	-10.302	eV
electronic energy	-397.580250	hartree
net charge	0
Kohn-Sham gap	9.90	eV
2S+1	1
SMILES	CON(C=O)C=O

=====

No. 2
One molecule with the formula C3H5NO3 at a distorted geometry, computed with the ωB97M-V functional and the def2-TZVPD basis.

Positions of all 12 atoms, in Å:
1 C -0.229 1.316 1.333
2 C 0.687 0.125 0.858
3 C 0.209 -0.178 -0.662
4 N 0.221 2.281 1.859
5 O 0.603 3.267 2.369
6 O 2.018 0.415 0.789
7 O 2.443 0.684 2.027
8 H -1.272 1.136 0.966
9 H 0.580 -0.743 1.585
10 H -0.831 -0.225 -0.735
11 H 0.565 -1.104 -0.962
12 H 0.524 0.510 -1.381

Summary:
relative energy (zero: lowest compared OMol25 entry of this formula, charge and spin)	875.5	kJ/mol
HOMO energy (alpha / beta)	-10.100 / -8.277	eV
electronic energy	-397.503229	hartree
net charge	0
Kohn-Sham gap (alpha / beta)	10.17 / 7.24	eV
2S+1	1

=====

No. 3
One molecule with the formula C3H5NO3, computed with the ωB97M-V functional and the def2-TZVPD basis.

Positions of all 12 atoms, in Å:
1 C 1.067 -0.034 -1.125
2 O -0.224 -0.338 -1.592
3 C -1.064 -0.340 -0.444
4 C -0.078 -0.195 0.704
5 N -0.137 0.913 1.602
6 O -0.334 -0.518 1.993
7 O 1.149 -0.563 0.183
8 H 1.212 1.059 -1.072
9 H 1.822 -0.511 -1.750
10 H -1.601 -1.292 -0.383
11 H -1.781 0.487 -0.456
12 H 0.840 1.084 1.868

Summary:
relative energy (zero: lowest compared OMol25 entry of this formula, charge and spin)	402.5	kJ/mol
HOMO energy	-10.362	eV
electronic energy	-397.683404	hartree
net charge	0
Kohn-Sham gap	11.27	eV
2S+1	1
SMILES	C1OC[C@]2(NO2)O1

=====

No. 4
One molecule with the formula C3H5NO3, computed with the ωB97M-V functional and the def2-TZVPD basis.

Positions of all 12 atoms, in Å:
1 N -1.535 -0.861 0.346
2 C -0.303 -0.328 0.049
3 O 0.825 -0.958 0.650
4 C -0.008 1.164 0.286
5 O 1.393 1.106 -0.022
6 C 1.461 -0.247 -0.411
7 O 0.374 -0.458 -1.277
8 H -2.329 -0.310 0.053
9 H -1.627 -1.847 0.142
10 H -0.541 1.800 -0.425
11 H -0.172 1.487 1.316
12 H 2.463 -0.548 -0.706

Summary:
relative energy (zero: lowest compared OMol25 entry of this formula, charge and spin)	259.2	kJ/mol
HOMO energy	-10.339	eV
electronic energy	-397.737984	hartree
net charge	0
Kohn-Sham gap	11.21	eV
2S+1	1

=====

No. 5
A 3-piece molecular cluster, C3H5NO3 overall at a distorted geometry, computed with the ωB97M-V functional and the def2-TZVPD basis.

Positions of all 12 atoms, in Å:
1 C -2.562 0.680 0.504
2 C -0.802 -1.688 -0.951
3 C 2.125 0.143 0.311
4 N -1.594 1.346 0.242
5 O -3.541 0.096 0.590
6 O 0.333 -1.523 -0.767
7 O 0.946 0.144 -0.445
8 H -1.635 -1.073 -0.939
9 H 2.146 -0.159 1.334
10 H 2.286 1.255 0.353
11 H 2.985 -0.404 -0.216
12 H -0.689 1.184 -0.016

Summary:
relative energy (zero: lowest compared OMol25 entry of this formula, charge and spin)	641.4	kJ/mol
HOMO energy (alpha / beta)	-8.823 / -9.965	eV
electronic energy	-397.592389	hartree
net charge	0
Kohn-Sham gap (alpha / beta)	8.67 / 9.73	eV
2S+1	1

=====

No. 6
One molecule with the formula C3H5NO3S at a distorted geometry, computed with the ωB97M-V functional and the def2-TZVPD basis.

Positions of all 13 atoms, in Å:
1 O -3.573 -1.250 -0.069
2 C -2.537 -0.623 -0.071
3 N -1.234 -1.169 -0.152
4 C -0.188 -0.235 0.075
5 O 0.695 -0.311 -1.103
6 O 0.459 -0.487 1.243
7 C -0.622 1.239 -0.052
8 S -2.414 1.130 0.048
9 H -1.128 -2.243 0.023
10 H 1.164 -1.226 -1.139
11 H 1.351 0.093 1.458
12 H -0.236 1.851 0.721
13 H -0.447 1.654 -1.003

Summary:
relative energy (zero: lowest compared OMol25 entry of this formula, charge and spin)	57.5	kJ/mol
HOMO energy	-9.522	eV
electronic energy	-795.974929	hartree
net charge	0
Kohn-Sham gap	9.74	eV
2S+1	1
SMILES	O=C1NC(O)(O)CS1

=====

No. 7
A 2-piece molecular cluster, C3H5NO4 overall at a distorted geometry, computed with the ωB97M-V functional and the def2-TZVPD basis.

Positions of all 13 atoms, in Å:
1 C 2.649 0.048 -0.147
2 C -1.026 1.006 -0.512
3 C 0.183 0.329 -0.070
4 N -0.225 -1.256 0.309
5 O 2.496 -1.097 -0.300
6 O 3.168 1.068 -0.014
7 O -0.423 1.243 0.838
8 O -2.293 0.393 -0.425
9 H -0.894 2.030 -0.996
10 H 0.420 -1.576 1.033
11 H -0.038 -1.713 -0.540
12 H -1.198 -1.224 0.519
13 H -2.818 0.749 0.305

Summary:
relative energy (zero: lowest compared OMol25 entry of this formula, charge and spin)	386.6	kJ/mol
HOMO energy	-7.988	eV
electronic energy	-472.922179	hartree
net charge	0
Kohn-Sham gap	8.43	eV
2S+1	1

=====

No. 8
A 2-piece molecular cluster, C3H5NO4 overall at a distorted geometry, computed with the ωB97M-V functional and the def2-TZVPD basis.

Positions of all 13 atoms, in Å:
1 C -1.676 -0.738 -0.897
2 C -1.366 0.046 0.386
3 C 0.045 0.697 0.146
4 O 0.277 1.883 -0.109
5 O 0.630 -0.405 0.287
6 O 2.825 0.635 -0.139
7 N 3.461 0.084 0.765
8 O 4.443 0.442 1.363
9 H -2.622 -1.253 -0.802
10 H -1.770 -0.077 -1.765
11 H -0.864 -1.460 -1.091
12 H -2.084 0.834 0.653
13 H -1.299 -0.688 1.202

Summary:
relative energy (zero: lowest compared OMol25 entry of this formula, charge and spin)	663.2	kJ/mol
HOMO energy (alpha / beta)	-10.425 / -10.569	eV
electronic energy	-472.816853	hartree
net charge	0
Kohn-Sham gap (alpha / beta)	8.30 / 8.15	eV
2S+1	1

=====

No. 9
C3H5NO4P as an isolated structure at a distorted geometry, computed with the ωB97M-V functional and the def2-TZVPD basis.

Positions of all 14 atoms, in Å:
1 C 1.298 -0.317 0.490
2 C -0.004 0.215 0.301
3 C -0.065 0.722 -1.148
4 N -0.768 -0.496 -0.630
5 O -2.842 0.123 1.505
6 O -3.756 0.794 -0.844
7 O 1.694 -1.423 0.053
8 O -3.282 -1.657 -0.240
9 P -3.221 -0.223 0.100
10 H 2.041 0.324 1.008
11 H -0.453 0.831 1.072
12 H 0.750 0.634 -1.796
13 H -0.347 -1.381 -0.757
14 H -1.787 -0.710 -0.547

Summary:
relative energy (zero: lowest compared OMol25 entry of this formula, charge and spin)	297.1	kJ/mol
HOMO energy	-4.079	eV
electronic energy	-814.371634	hartree
net charge	-1
Kohn-Sham gap	7.65	eV
2S+1	1

=====

No. 10
A 2-piece molecular cluster, C3H5NO6S overall at a distorted geometry, computed with the ωB97M-V functional and the def2-TZVPD basis.

Positions of all 16 atoms, in Å:
1 C 1.683 -1.525 0.417
2 C -0.700 -0.911 1.414
3 C 0.173 -1.160 0.179
4 N 0.643 1.155 -0.261
5 O 1.960 -1.922 1.595
6 O -1.593 2.158 0.190
7 O 2.428 -1.459 -0.547
8 O -0.287 3.016 -1.722
9 O -1.401 0.921 -1.935
10 O -0.386 -1.326 -0.924
11 S -0.616 1.903 -0.854
12 H -0.679 0.226 1.550
13 H -1.728 -1.360 1.240
14 H -0.216 -1.359 2.259
15 H 1.461 1.474 -0.824
16 H -0.740 0.169 -1.777

Summary:
HOMO energy	-1.111	eV
electronic energy	-1021.705611	hartree
net charge	-2
Kohn-Sham gap	7.38	eV
2S+1	1

=====

No. 11
A 2-piece molecular cluster, C3H5NOS overall at a distorted geometry, computed with the ωB97M-V functional and the def2-TZVPD basis.

Positions of all 11 atoms, in Å:
1 C 0.933 0.202 -0.641
2 C 1.670 0.270 1.678
3 C 1.582 -0.268 0.384
4 N -2.253 0.010 -1.312
5 O 0.328 0.643 -1.529
6 S -2.295 -0.836 0.133
7 H 2.253 -0.357 2.373
8 H 0.976 1.048 2.014
9 H 2.248 -1.068 0.235
10 H -2.627 0.940 -1.338
11 H -2.814 -0.583 -1.998

Summary:
relative energy (zero: lowest compared OMol25 entry of this formula, charge and spin)	421.0	kJ/mol
HOMO energy (alpha / beta)	-6.913 / -8.677	eV
electronic energy	-645.351337	hartree
net charge	0
Kohn-Sham gap (alpha / beta)	5.91 / 9.09	eV
2S+1	1

=====

No. 12
One molecule with the formula C3H5NOS at a distorted geometry, computed with the ωB97M-V functional and the def2-TZVPD basis.

Positions of all 11 atoms, in Å:
1 C 0.697 0.393 -0.285
2 C -1.705 -0.080 0.032
3 C -0.470 0.726 0.244
4 N 2.156 -1.629 0.031
5 O 2.946 -0.788 0.092
6 S 2.229 1.132 -0.042
7 H 0.792 -0.538 -0.858
8 H -1.482 -0.990 -0.520
9 H -2.445 0.494 -0.523
10 H -2.145 -0.345 0.993
11 H -0.571 1.623 0.836

Summary:
relative energy (zero: lowest compared OMol25 entry of this formula, charge and spin)	496.1	kJ/mol
HOMO energy (alpha / beta)	-8.277 / -8.237	eV
electronic energy	-645.322724	hartree
net charge	0
Kohn-Sham gap (alpha / beta)	7.44 / 7.59	eV
2S+1	1

=====

No. 13
A 2-piece molecular cluster, C3H5NOS overall at a distorted geometry, computed with the ωB97M-V functional and the def2-TZVPD basis.

Positions of all 11 atoms, in Å:
1 C 0.838 -0.822 0.015
2 C 1.148 0.504 0.581
3 C -0.292 0.517 -1.083
4 N -0.028 -0.724 -0.990
5 O 0.346 1.369 -0.319
6 S -2.764 -0.112 0.439
7 H 1.157 -1.723 0.437
8 H 0.645 0.523 1.639
9 H 2.208 0.974 0.382
10 H -0.957 0.849 -1.773
11 H -2.300 -1.357 0.673

Summary:
relative energy (zero: lowest compared OMol25 entry of this formula, charge and spin)	395.7	kJ/mol
HOMO energy (alpha / beta)	-8.947 / -7.390	eV
electronic energy	-645.360966	hartree
net charge	0
Kohn-Sham gap (alpha / beta)	8.49 / 5.51	eV
2S+1	1

=====

No. 14
One molecule with the formula C3H5NOS at a distorted geometry, computed with the ωB97M-V functional and the def2-TZVPD basis.

Positions of all 11 atoms, in Å:
1 C 1.979 1.219 0.944
2 C 0.794 1.206 0.431
3 N 0.089 0.022 0.180
4 S -1.468 0.431 -0.455
5 C 0.502 -1.244 0.014
6 O -0.210 -2.046 -0.587
7 H 2.354 2.120 1.438
8 H 2.514 0.222 1.130
9 H 0.109 2.072 0.321
10 H -1.581 -0.870 -0.975
11 H 1.491 -1.316 0.470

Summary:
relative energy (zero: lowest compared OMol25 entry of this formula, charge and spin)	225.1	kJ/mol
HOMO energy	-8.710	eV
electronic energy	-645.425946	hartree
net charge	0
Kohn-Sham gap	9.52	eV
2S+1	1
SMILES	C=CN(S)C=O

=====

No. 15
A 2-piece molecular cluster, C3H5NOS overall at a distorted geometry, computed with the ωB97M-V functional and the def2-TZVPD basis.

Positions of all 11 atoms, in Å:
1 C 1.824 -0.294 0.599
2 C 1.273 -0.780 -0.495
3 C -1.789 0.301 0.622
4 N -1.347 -0.374 -0.329
5 O -2.585 1.758 -1.470
6 S -1.394 1.404 -0.726
7 H 1.874 -0.862 1.514
8 H 2.250 0.696 0.635
9 H 1.234 -0.217 -1.413
10 H 0.858 -1.773 -0.534
11 H -2.198 0.141 1.597

Summary:
relative energy (zero: lowest compared OMol25 entry of this formula, charge and spin)	391.2	kJ/mol
HOMO energy	-9.701	eV
electronic energy	-645.362667	hartree
net charge	0
Kohn-Sham gap	10.03	eV
2S+1	1

=====

No. 16
C3H5NOS as an isolated structure at a distorted geometry, computed with the ωB97M-V functional and the def2-TZVPD basis.

Positions of all 11 atoms, in Å:
1 C -1.070 -0.301 -0.056
2 C 1.386 0.615 0.814
3 C 0.343 -0.404 0.461
4 N -1.229 -0.107 -1.356
5 O -1.964 -0.369 0.718
6 S 1.840 -0.421 -0.536
7 H 1.215 1.730 0.605
8 H 1.727 0.390 1.794
9 H 0.345 -1.473 1.431
10 H -0.530 0.366 -1.945
11 H -2.063 -0.026 -1.932

Summary:
relative energy (zero: lowest compared OMol25 entry of this formula, charge and spin)	216.9	kJ/mol
HOMO energy (alpha / beta)	-4.714 / -9.876	eV
electronic energy	-645.260367	hartree
net charge	0
Kohn-Sham gap (alpha / beta)	5.40 / 6.86	eV
2S+1	3
expectation value of S²	2.007

=====

No. 17
One molecule with the formula C3H5NOS2 at a distorted geometry, computed with the ωB97M-V functional and the def2-TZVPD basis.

Positions of all 12 atoms, in Å:
1 C 1.271 -0.732 0.883
2 N -0.114 -0.643 0.167
3 C -1.288 -0.442 0.864
4 O -2.424 -0.392 0.379
5 S -0.048 -0.381 -1.637
6 C -0.207 1.314 -1.888
7 S -0.675 2.383 -0.721
8 H 1.122 -0.596 1.890
9 H 1.572 -1.996 0.757
10 H 1.913 0.095 0.339
11 H -1.065 0.054 1.946
12 H -0.057 1.334 -2.979

Summary:
relative energy (zero: lowest compared OMol25 entry of this formula, charge and spin)	278.4	kJ/mol
HOMO energy	-9.033	eV
electronic energy	-1043.583207	hartree
net charge	0
Kohn-Sham gap	8.49	eV
2S+1	1
SMILES	CN(C=O)SC=S

=====

No. 18
One molecule with the formula C3H5NOS2 at a distorted geometry, computed with the ωB97M-V functional and the def2-TZVPD basis.

Positions of all 12 atoms, in Å:
1 O -1.843 -1.085 -0.294
2 N -0.889 -0.041 -0.172
3 C -0.070 -0.149 0.976
4 C 1.051 0.816 0.854
5 S 1.610 0.558 -0.932
6 C 0.137 -0.092 -1.470
7 S -0.407 -0.499 -2.946
8 H -1.666 -1.161 -1.238
9 H 0.444 -1.131 1.108
10 H -0.748 0.250 1.721
11 H 0.618 1.719 0.761
12 H 1.762 0.815 1.633

Summary:
relative energy (zero: lowest compared OMol25 entry of this formula, charge and spin)	307.2	kJ/mol
HOMO energy	-9.038	eV
electronic energy	-1043.572221	hartree
net charge	0
Kohn-Sham gap	8.81	eV
2S+1	1
SMILES	ON1CCSC1=S

=====

No. 19
One molecule with the formula C3H5NOS2 at a distorted geometry, computed with the ωB97M-V functional and the def2-TZVPD basis.

Positions of all 12 atoms, in Å:
1 O 0.842 -1.274 0.836
2 N 1.795 -0.146 0.950
3 C 1.449 1.090 1.102
4 S -0.312 1.417 0.963
5 C -1.093 -0.005 -0.029
6 C -1.055 0.094 -1.650
7 S -0.573 -1.183 -2.511
8 H 1.432 -2.114 0.818
9 H 2.068 2.055 1.054
10 H -2.231 0.102 0.382
11 H -0.777 -1.030 0.351
12 H -1.546 0.995 -2.267

Summary:
relative energy (zero: lowest compared OMol25 entry of this formula, charge and spin)	485.8	kJ/mol
HOMO energy	-8.741	eV
electronic energy	-1043.504209	hartree
net charge	0
Kohn-Sham gap	8.33	eV
2S+1	1
SMILES	O/N=C\SCC=S

=====

No. 20
One molecule with the formula C3H5NOS2 at a distorted geometry, computed with the ωB97M-V functional and the def2-TZVPD basis.

Positions of all 12 atoms, in Å:
1 C 0.869 -0.320 1.802
2 S 1.320 -0.640 0.104
3 N -0.046 0.056 -0.716
4 C -1.222 -0.740 -0.688
5 O -1.418 -1.647 0.093
6 C 0.123 1.109 -1.561
7 S -1.108 1.856 -2.403
8 H -0.103 -0.790 1.984
9 H 0.750 0.757 1.914
10 H 1.616 -0.694 2.513
11 H -1.945 -0.380 -1.428
12 H 1.164 1.431 -1.614

Summary:
relative energy (zero: lowest compared OMol25 entry of this formula, charge and spin)	95.8	kJ/mol
HOMO energy	-9.072	eV
electronic energy	-1043.652734	hartree
net charge	0
Kohn-Sham gap	8.58	eV
2S+1	1
SMILES	CSN(C=O)C=S